A molecular structure, C32H37F18MgO17 in a non-equilibrium geometry. Source: the OMol25 dataset; level of theory: ωB97M-V with the def2-TZVPD basis set.

Last column: Löwdin charge in e.
Element x y z (Å)
1 H 19.754 11.502 -15.418  0.06
2 C 20.969 16.946 -12.475  -0.01
3 H 19.012 6.231 -4.373  0.08
4 C 18.660 10.318 -10.574  -0.61
5 H 19.755 13.343 -3.864  0.07
6 C 22.668 10.726 -7.251  -0.50
7 C 21.969 16.191 -10.202  -0.32
8 C 20.679 13.606 -5.808  -0.24
9 O 17.639 8.039 -5.637  -0.02
10 O 18.135 13.494 -15.266  0.12
11 F 26.192 11.858 -9.689  0.11
12 H 18.157 6.373 -6.771  0.12
13 F 15.440 13.833 -13.494  0.19
14 O 22.847 19.569 -10.798  -0.02
15 H 19.693 13.525 -6.265  0.13
16 H 21.590 12.041 -13.166  0.11
17 C 20.568 11.858 -13.498  -0.13
18 H 17.872 15.791 -10.564  0.06
19 H 22.990 17.665 -9.173  0.12
20 F 17.851 11.064 -9.850  0.21
21 H 20.130 12.844 -13.651  0.11
22 H 20.365 16.782 -13.355  0.09
23 O 19.741 10.977 -12.625  0.05
24 H 20.963 20.003 -9.109  0.11
25 F 19.212 10.607 -7.048  0.20
26 C 19.342 21.511 -10.494  -0.28
27 F 22.367 9.738 -6.332  0.12
28 F 25.518 13.885 -10.601  0.18
29 O 22.165 15.190 -9.496  -0.06
30 O 21.393 19.062 -13.245  -0.06
31 C 17.980 5.972 -4.609  -0.06
32 C 22.273 18.455 -11.019  -0.39
33 H 16.507 14.947 -9.888  0.04
34 C 20.648 11.175 -14.889  -0.06
35 H 19.467 18.330 -9.837  0.08
36 O 24.198 10.916 -10.969  0.01
37 F 18.037 9.536 -11.405  0.21
38 C 21.508 18.157 -12.289  -0.36
39 C 19.957 20.007 -8.691  -0.25
40 F 17.551 22.292 -11.742  0.18
41 F 17.033 14.565 -12.332  0.16
42 O 19.158 21.041 -9.215  0.01
43 F 17.290 11.294 -6.189  0.17
44 H 22.218 10.276 -11.440  0.10
45 C 23.272 10.006 -11.505  -0.19
46 H 21.390 14.076 -3.773  0.08
47 O 19.486 14.309 -8.912  -0.31
48 C 18.241 10.335 -6.206  -0.50
49 O 21.471 12.485 -5.948  0.06
50 O 17.353 15.550 -14.902  0.06
51 H 17.286 6.150 -3.787  0.08
52 C 20.481 13.982 -4.367  -0.06
53 O 20.327 12.047 -10.737  0.08
54 F 19.268 23.579 -11.552  0.14
55 C 17.500 14.296 -14.600  -0.38
56 H 18.511 15.820 -7.974  0.06
57 O 17.429 8.762 -7.890  0.12
58 H 17.781 14.419 -7.715  0.08
59 C 18.013 16.054 -16.083  -0.19
60 Mg 21.084 13.717 -9.921  0.51
61 O 20.147 21.015 -11.308  0.15
62 H 17.693 16.070 -18.225  0.08
63 F 18.689 10.250 -4.898  0.12
64 H 19.094 15.928 -16.139  0.14
65 C 17.686 8.970 -6.686  -0.26
66 C 17.197 15.762 -17.305  -0.07
67 H 16.506 6.303 -6.234  0.12
68 C 23.950 12.211 -10.538  -0.26
69 H 20.061 14.986 -4.429  0.09
70 C 18.463 22.714 -10.886  -0.57
71 C 23.643 9.653 -13.006  -0.04
72 C 16.744 13.759 -13.357  -0.52
73 F 17.897 23.318 -9.864  0.18
74 C 21.187 15.839 -11.550  -0.20
75 H 18.275 18.864 -8.703  0.08
76 H 20.207 20.180 -7.644  0.12
77 C 21.762 12.003 -7.191  -0.21
78 H 20.748 10.090 -14.874  0.07
79 H 22.797 9.127 -13.447  0.06
80 C 17.396 15.519 -9.622  -0.09
81 H 17.082 14.694 -17.490  0.08
82 O 20.773 14.601 -11.600  -0.10
83 F 19.339 9.550 -9.741  0.17
84 O 22.932 12.817 -10.748  0.14
85 C 19.672 11.165 -11.318  -0.29
86 C 19.338 18.644 -8.801  -0.05
87 H 23.883 10.509 -13.636  0.08
88 C 25.188 12.834 -9.819  -0.54
89 H 16.283 16.355 -17.275  0.08
90 C 18.306 14.909 -8.535  -0.44
91 F 23.920 11.094 -7.081  0.20
92 H 16.903 16.385 -9.181  0.05
93 F 24.858 13.305 -8.708  0.26
94 C 22.443 17.493 -10.088  -0.03
95 F 22.462 10.100 -8.417  0.16
96 H 21.170 14.474 -6.249  0.14
97 O 21.603 12.586 -8.298  0.09
98 C 17.502 6.632 -5.939  -0.19
99 H 24.460 8.937 -13.095  0.07
100 H 17.986 17.131 -15.919  0.13
101 H 23.446 9.089 -10.942  0.12
102 F 17.115 12.492 -13.001  0.15
103 H 18.091 4.899 -4.763  0.07
104 H 19.753 17.929 -8.091  0.09
105 H 21.417 11.662 -15.488  0.08

Results
Highest occupied orbital energy   -0.1440 hartree
Total charge   -1
LUMO level   1.79 eV
Relative energy (zero: lowest compared OMol25 entry of this formula, charge and spin)   4.8216 eV

=====

A molecular structure, C10H17BCl2F4O2Pb in a non-equilibrium geometry. Source: the OMol25 dataset; level of theory: ωB97M-V with the def2-TZVPD basis set.

Last column: Löwdin charge in e.
Element x y z (Å)
1 Cl 3.002 3.091 1.706  -0.47
2 C -2.283 -1.513 -1.163  0.01
3 H 3.017 0.504 -1.010  0.08
4 H -0.117 -3.208 -0.829  0.08
5 O -0.614 0.851 1.681  -0.62
6 B 0.063 -0.066 5.380  -1.24
7 H 0.012 3.227 -1.936  0.08
8 H -2.257 -2.518 -1.557  0.08
9 H 1.395 2.626 -2.850  0.07
10 H -2.248 2.066 -0.538  0.08
11 H -1.960 -1.578 2.110  0.08
12 C 0.309 1.096 -1.824  -0.16
13 C 2.594 -0.125 -1.817  -0.05
14 H -2.199 -1.622 0.245  -0.05
15 F -1.198 0.182 4.896  0.13
16 C -1.062 0.717 -1.665  -0.18
17 F 1.144 0.543 4.418  -0.22
18 H 0.865 -3.085 -2.330  0.07
19 H 3.003 -1.122 -1.647  0.07
20 H -3.170 1.167 -1.748  0.06
21 F 0.334 -1.397 5.438  0.14
22 C 0.840 2.492 -1.941  -0.02
23 C -2.220 1.657 -1.538  -0.05
24 O -1.722 -1.647 1.157  -0.14
25 H -0.988 -0.112 1.479  -0.04
26 C 0.254 -1.189 -1.556  -0.21
27 H 1.556 -2.613 -0.728  0.03
28 H -3.203 -1.000 -1.417  0.06
29 C 1.100 -0.087 -1.758  -0.20
30 Pb 1.458 1.161 2.179  0.67
31 Cl 2.069 -1.220 1.641  -0.21
32 H 1.512 2.686 -1.121  0.05
33 C 0.652 -2.602 -1.354  -0.08
34 H 2.939 0.275 -2.789  0.08
35 H -2.090 2.466 -2.242  0.06
36 C -1.123 -0.718 -1.504  -0.14
37 F 0.334 0.613 6.534  0.13

Results
Highest occupied orbital energy (spin up / spin down)   -0.0087 / -0.0087 hartree
Total charge   -2
LUMO level (spin up / spin down)   3.77 / 3.77 eV
Relative energy (zero: lowest compared OMol25 entry of this formula, charge and spin)   1.7640 eV

=====

2 unconnected molecules or ions with the total composition C6H14N2O2 in a non-equilibrium geometry. Source: the OMol25 dataset; level of theory: ωB97M-V with the def2-TZVPD basis set.

Last column: Löwdin charge in e.
Element x y z (Å)
1 H 3.495 1.722 0.329  0.11
2 H 3.203 -2.085 -1.601  0.09
3 N 1.903 0.750 -0.174  0.01
4 O -1.049 0.494 -0.607  0.06
5 C -1.636 -0.122 0.232  -0.56
6 C 2.376 2.093 0.247  -0.05
7 H 1.033 0.420 -0.519  0.06
8 H 2.348 -2.448 0.038  0.08
9 H -3.083 0.733 -1.545  0.06
10 H -4.450 -0.505 -1.280  0.09
11 C 2.887 -0.277 -0.129  -0.56
12 H 2.326 2.966 -0.413  0.08
13 H -3.678 -0.637 1.013  0.18
14 H 1.965 2.262 1.180  0.04
15 C -1.147 -0.713 1.515  0.00
16 N -3.037 -0.040 0.324  -0.04
17 O 4.002 -0.194 0.224  0.06
18 H -1.114 -1.773 1.237  0.09
19 H 1.642 -1.731 -1.500  0.08
20 C 2.543 -1.662 -0.749  -0.04
21 H -4.370 1.271 -0.938  0.06
22 H -2.102 -0.603 2.087  0.08
23 C -3.843 0.335 -0.889  -0.08
24 H -0.212 -0.254 1.920  0.10

Results
Highest occupied orbital energy   -0.3431 hartree
SMILES   CNC(C)=O.CNC(C)=O
LUMO level   0.60 eV
Relative energy (zero: lowest compared OMol25 entry of this formula, charge and spin)   3.2031 eV

=====

8 unconnected molecules or ions with the total composition C6H27NO7 in a non-equilibrium geometry. Source: the OMol25 dataset; level of theory: ωB97M-V with the def2-TZVPD basis set.

Last column: Löwdin charge in e.
Element x y z (Å)
1 H 4.069 1.664 -1.003  0.10
2 H -3.583 -0.795 0.278  0.16
3 C 0.090 1.329 0.254  -0.05
4 C -1.180 0.558 0.410  -0.30
5 C -1.470 -0.327 1.576  -0.25
6 H 0.543 -3.236 -2.910  0.06
7 H -2.425 0.058 3.514  0.10
8 C -2.388 0.466 2.441  -0.14
9 N -3.081 -0.535 -0.732  0.05
10 C -1.893 0.288 -0.712  -0.37
11 H 2.305 -2.787 -0.749  0.02
12 C -1.496 0.691 -2.092  -0.05
13 H 0.912 -3.065 -1.530  -0.11
14 H -0.114 2.072 -0.493  0.07
15 O 1.472 -0.644 -2.120  -0.02
16 O 3.873 0.203 1.411  -0.11
17 H -3.106 -1.327 -1.353  0.07
18 H 2.147 -0.786 2.261  0.02
19 H -2.223 0.215 -2.665  0.04
20 O -2.927 3.348 -0.532  -0.09
21 H -2.012 1.449 2.675  0.06
22 H 2.197 -0.278 -1.666  -0.01
23 H 4.044 -0.700 1.051  0.04
24 O 3.119 1.559 -0.777  -0.07
25 O 2.617 -2.505 0.126  -0.03
26 H 2.727 2.329 -0.291  0.10
27 O 0.447 -3.623 -2.021  0.00
28 H 0.962 0.133 -1.987  -0.03
29 H -3.251 2.674 -1.112  0.00
30 O 1.567 -1.489 2.619  -0.04
31 H 0.376 1.752 1.239  0.10
32 H -3.228 3.038 0.420  0.10
33 H 1.993 -2.111 3.160  0.02
34 H 3.479 0.605 0.553  0.01
35 H 0.937 0.730 -0.170  0.05
36 H -0.487 -0.388 2.157  0.11
37 H -3.375 0.712 1.884  0.10
38 H -0.470 0.132 -2.266  0.09
39 H -1.390 1.738 -2.542  0.12
40 H 2.052 -1.816 0.433  -0.01
41 H -1.829 -1.330 1.262  0.12

Results
Highest occupied orbital energy   -0.2896 hartree
SMILES   CC/C(C)=C(/C)N.O.O.O.O.O.O.O
LUMO level   -0.02 eV
Relative energy (zero: lowest compared OMol25 entry of this formula, charge and spin)   3.8277 eV

=====

no.,E_tot (eV)
1,-122953.0866
2,-56586.2602
3,-13522.4213
4,-22479.8212